# 1
This record from the Open Molecules 2025 dataset describes 2 unconnected molecules or ions with the total composition C5H11O2 at a distorted geometry. The level of theory is wB97M-V/def2-TZVPD.

```
! RIJCOSX wB97M-V def2-TZVPD def2/J DEFGRID3
* xyz -1 1
O -1.38303 0.02306 2.28216
O -3.93896 0.38331 1.17702
C -0.79537 0.65505 1.32178
C 0.14201 -0.37471 0.64649
C 2.75506 -0.01042 -2.00925
C 1.84436 -0.65305 -1.32399
C 0.52413 -0.19659 -0.81542
H 0.36154 0.78393 -1.23061
H -3.12726 0.85884 1.38133
H -0.33353 -1.36866 0.69503
H 1.91939 -1.63524 -0.97590
H -1.32192 1.05550 0.40284
H 3.70385 -0.35911 -2.30125
H -0.30301 -0.81045 -1.32682
H -0.12236 1.56866 1.72513
H 2.54230 0.98529 -2.38417
H -3.55298 -0.44104 1.50088
H 1.08580 -0.46440 1.23476
*
```

Summary:
HOMO energy: -0.109 Eh
gap between HOMO and LUMO: 6.6 eV

natural (NBO) atomic charge list, values in e, 5 entries: -0.94, -0.99, 0.01, -0.42, -0.45

# 2
This record from the Open Molecules 2025 dataset describes a molecular structure, C60H49As2N2O4S2SbTc at a distorted geometry. The level of theory is wB97M-V/def2-TZVPD.

```
! RIJCOSX wB97M-V def2-TZVPD def2/J DEFGRID3
* xyz 2 2
Sb 3.11856 -0.63891 2.85655
Tc -0.02958 -0.90316 -0.03443
As -0.36029 0.88117 -2.20570
As 3.73448 1.20763 -2.25452
S -1.68379 0.98917 3.59519
S 2.15820 -0.91367 0.70693
O -1.57777 -1.49362 -0.99352
O -5.03585 -6.49716 -4.56877
O -4.66848 -6.73553 -2.46056
O -2.82141 -3.00044 0.15253
N -4.60999 -6.11937 -3.50213
N -0.53665 -2.19023 1.52220
C 7.03759 -1.14552 1.22166
C 1.87340 -2.62181 -2.48809
C -4.42133 1.66599 -2.95230
C 3.45971 1.00582 -6.44409
C -0.03908 -0.55299 -4.76662
C 7.44883 -2.40316 1.64196
C -1.62764 -3.76625 3.48158
C 5.39567 -2.69537 2.85978
C 0.27304 -1.16621 6.00614
C -1.00542 2.27552 2.67616
C 1.01461 -0.68896 4.93498
C -3.94654 -4.78937 -3.46618
C 0.05203 -0.61343 -6.15371
C -0.41499 1.84451 1.53122
C -1.74469 -2.38893 3.55381
C 3.53117 2.24946 2.10671
C -2.68169 1.99304 -0.82845
C -0.93974 -4.34659 2.42520
C 4.33886 -1.55462 -1.80090
C 2.06136 -1.46072 4.43846
C 6.63455 -3.17479 2.46112
C 3.04264 2.27974 -6.80640
C -2.18370 1.54606 -2.04833
C -3.11146 -2.87906 -4.61291
C -1.13540 -0.16323 2.46916
C -0.36480 1.74957 -6.28099
C -4.90274 2.12459 -1.73708
C 4.98833 -1.43552 2.42539
C -3.07116 1.37800 -3.11067
C -0.41789 -3.52412 1.45334
C 2.94723 2.89789 -4.48354
C 0.57415 -2.40141 6.56434
C -0.10016 0.53633 -6.90955
C 3.73008 3.59831 2.35692
C 2.21397 2.14240 -1.35359
C 2.37984 -2.69716 5.00025
C -0.51550 0.42496 1.39222
C 0.86751 2.40914 -2.02744
C 3.40771 3.22500 4.72112
C 3.27100 1.39904 3.17990
C 4.11799 -2.92502 -1.68330
C -3.55154 -4.29181 -2.24584
C -3.75065 -4.11087 -4.65254
C 3.33984 1.61402 -4.11272
C -4.02540 2.29725 -0.67642
C 3.20678 1.87010 4.48978
C 2.87682 -3.45731 -1.99810
C -0.45247 1.81446 -4.90017
C 1.62468 -3.16361 6.06722
C -1.17701 -1.61685 2.55955
C 2.78940 3.22693 -5.82398
C -0.27288 0.65997 -4.13604
C 3.33623 -0.70580 -2.24381
C 2.12024 -1.26030 -2.62973
C 3.66840 4.08103 3.65914
C -2.68536 -2.35911 -3.39966
C 5.79977 -0.65252 1.60899
C -2.90984 -3.06044 -2.21758
C -2.46130 -2.55273 -0.89362
C 3.61017 0.67343 -5.10330
H 1.86869 -4.11528 6.52130
H -0.53239 -0.56543 6.41225
H 3.57303 1.87544 1.09078
H 0.05029 -1.47074 -4.19945
H 4.77702 -3.30437 3.50090
H 8.41387 -2.78362 1.33344
H -0.68790 2.76063 -4.42910
H 1.38872 -0.62831 -3.09783
H -2.27575 -1.91137 4.36623
H 2.69926 -4.52083 -1.90155
H -2.94610 -2.32762 -5.52995
H 0.31502 3.18072 -1.48387
H 2.48051 4.22824 -6.09932
H 0.11463 -3.91869 0.59719
H -2.03031 2.11367 0.01734
H 5.49394 0.33327 1.27927
H -2.72534 1.02677 -4.07059
H 7.67906 -0.54283 0.59147
H -5.95676 2.33731 -1.61322
H -1.10982 3.29293 3.02520
H 3.20384 -3.29053 4.63558
H -0.01874 0.49066 -7.98819
H 0.05349 2.50988 0.81906
H 0.92312 -3.03875 -2.80884
H 3.95262 -0.31980 -4.83903
H -5.09687 1.52405 -3.78570
H -2.19498 -1.39723 -3.36718
H 1.03353 2.78919 -3.03214
H -3.73873 -4.84645 -1.33815
H 3.01236 1.20436 5.32239
H 0.79710 0.28717 4.51952
H 0.23686 -1.56548 -6.63581
H 2.79613 3.66695 -3.73297
H -4.10002 -4.54531 -5.57825
H 3.36555 3.60864 5.73205
H 2.93213 2.53918 -7.85191
H 3.82923 5.13467 3.84805
H -0.50940 2.64780 -6.86749
H -0.00495 -2.76861 7.40261
H 4.91568 -3.57135 -1.33739
H -0.83542 -5.41892 2.33764
H 3.93982 4.27242 1.53642
H 2.10132 1.68285 -0.36982
H -2.07467 -4.38901 4.24622
H -4.38863 2.66344 0.27558
H 3.67958 0.26900 -7.20676
H 2.68885 3.11054 -1.17573
H 6.96493 -4.14962 2.79543
H 5.30682 -1.14676 -1.54129
*
```

Summary:
HOMO energy (spin up / spin down): -0.455 / -0.455 Eh
gap between HOMO and LUMO (spin up / spin down): 5.1 / 5.4 eV
<S²>: 0.765

Mulliken atomic charge list, values in e, 5 entries: 1.78, -2.64, 2.87, 0.52, -0.09

# 3
This record from the Open Molecules 2025 dataset describes a single C2H5N3O2 molecule at a distorted geometry. The level of theory is wB97M-V/def2-TZVPD.

```
! RIJCOSX wB97M-V def2-TZVPD def2/J DEFGRID3
* xyz 0 1
O -0.14937 -0.09850 -0.05888
O -2.21844 0.36106 0.76806
N 2.22770 0.68905 -0.90925
N 1.27289 1.62473 -0.57203
N -1.46004 -1.79323 0.60868
C 0.14381 1.24825 -0.18078
C -1.36598 -0.44383 0.46690
H -0.76972 -2.37767 0.15122
H 2.21169 -0.14513 -0.32898
H -2.37242 -2.13332 0.79331
H -0.63933 1.92681 0.10149
H 3.11921 1.14176 -0.83974
*
```

Summary:
HOMO energy: -0.334 Eh
gap between HOMO and LUMO: 9.8 eV

natural (NBO) atomic charge list, values in e, 5 entries: -0.54, -0.62, -0.65, -0.27, -0.83

# 4
This record from the Open Molecules 2025 dataset describes a molecular structure, C39H50Ge2N7O2S3V at a distorted geometry. The level of theory is wB97M-V/def2-TZVPD.

```
! RIJCOSX wB97M-V def2-TZVPD def2/J DEFGRID3
* xyz -1 4
Ge -1.47752 -0.45583 -1.78461
Ge 1.43358 -0.88973 -1.09201
V -0.05922 0.66847 0.34519
S -1.50992 3.74857 -3.49741
S -1.52632 2.18427 -1.02081
S 0.85638 3.80477 -1.73241
O 0.70668 2.24787 0.76219
O 1.65218 3.76687 2.06869
N -0.05622 -6.65103 7.45809
N -2.87052 5.48707 -1.41451
N -0.79472 6.28457 -1.92851
N -1.33812 2.40747 2.63629
N -1.47372 -0.13893 1.33779
N -1.47802 6.21367 0.29619
N 1.22568 -0.03453 1.62819
C -0.86572 -3.63313 5.95289
C -0.15142 6.10717 2.38909
C 2.67148 -2.24273 -0.15861
C 2.89098 -2.47643 -4.08771
C 0.63388 -4.87913 4.52679
C -1.37782 -1.12463 2.30419
C -0.14462 6.32077 0.87809
C 0.84238 -1.67673 -2.87581
C -3.10202 0.25567 -2.82961
C 0.86398 -3.73003 -4.24261
C 2.80938 -4.46133 -5.43611
C -1.95972 -2.24053 -0.86211
C -0.88422 4.84867 2.88339
C 0.68278 3.18657 1.60389
C 3.50978 -3.37693 -4.93321
C 1.08078 -1.06553 2.52159
C -1.68202 5.94387 -0.99821
C -0.07022 -5.81453 6.66779
C -3.56052 -0.67013 2.01989
C 3.18328 -0.30653 2.70069
C 3.64788 0.75497 -2.54461
C -0.34892 -1.19393 -3.23401
C -0.10232 -4.78433 5.71499
C 2.34478 0.79957 -1.76851
C -0.91462 -2.62693 5.01499
C -0.18772 -2.71193 3.81859
C -3.85322 -0.74983 -3.68071
C 2.48128 0.41637 1.74059
C -0.17062 -1.63173 2.83049
C -2.78612 0.13267 1.19349
C 2.31078 -1.26093 3.19559
C 1.48548 -4.64313 -5.07281
C -0.76852 3.58687 2.00909
C 0.59948 -3.85373 3.61269
C 3.70378 -2.96803 -0.99951
C -2.67842 -1.50033 2.70009
C -2.32262 -3.38923 -1.78091
C -0.65532 3.22077 -2.12491
C 1.55208 -2.62353 -3.73701
H 1.17378 -3.93273 2.70119
H -4.39262 -1.45463 -3.05651
H 0.93228 -5.49813 -5.43911
H 2.46948 1.46007 -0.90951
H -4.63322 -0.64973 2.10879
H -1.48662 -1.73393 5.22049
H -1.95642 5.05527 3.01129
H 3.17688 -1.72763 0.65559
H -0.48912 4.61367 3.87559
H -1.49912 -3.60713 -2.45351
H -2.33202 2.51057 2.81899
H -0.17202 -3.87343 -3.97011
H -2.80962 4.96407 -2.30761
H 0.89488 6.03417 2.68659
H 3.44678 -1.64363 -3.69191
H 0.16378 6.41737 -1.63771
H -1.06942 -2.51113 -0.28681
H 3.29478 -5.15893 -6.10411
H 4.20238 -0.13803 2.99189
H -3.79132 0.74567 -2.14131
H 4.26918 -3.65503 -0.36871
H 3.23938 -3.54213 -1.79631
H -2.53162 -4.28803 -1.19581
H -1.30592 3.72687 1.06139
H -3.13112 0.88047 0.49379
H 4.40618 0.17267 -2.02131
H -0.88732 5.72667 -2.79551
H 2.52658 -1.99233 3.95269
H -0.74562 -1.36003 -4.23121
H 2.01368 -2.98593 0.29649
H 1.57878 1.26197 -2.40141
H -2.92612 -2.29913 3.37479
H -2.77482 -2.06823 -0.16191
H -0.85922 2.19657 3.50749
H -0.58392 6.98007 2.88689
H -4.57612 -0.24223 -4.31851
H -1.40392 -3.54463 6.88739
H -3.16842 -1.30433 -4.31461
H 2.84558 1.25377 1.17019
H 0.50748 5.56457 0.42519
H -2.21912 5.97697 0.94009
H -2.69262 1.03837 -3.47481
H 3.49068 0.33617 -3.53561
H -3.19792 -3.15663 -2.38021
H 0.27088 7.31107 0.65569
H 4.01978 1.77127 -2.67301
H -3.46972 5.05757 -0.72701
H 4.40718 -2.26873 -1.44141
H 1.22628 -5.76313 4.33549
H 4.55068 -3.23813 -5.19641
*
```

Summary:
HOMO energy (spin up / spin down): -0.120 / -0.176 Eh
gap between HOMO and LUMO (spin up / spin down): 5.2 / 6.0 eV
<S²>: 3.836

Mulliken atomic charge list, values in e, 5 entries: 2.00, 1.88, -0.68, -0.60, -0.39

# 5
This record from the Open Molecules 2025 dataset describes a single C19H24N4O3 molecule. The level of theory is wB97M-V/def2-TZVPD.

```
! RIJCOSX wB97M-V def2-TZVPD def2/J DEFGRID3
* xyz 0 1
O -5.92318 3.60881 4.92903
O -0.93885 -0.67997 4.19404
O -4.43614 4.67881 8.03197
N -4.55718 5.84142 10.08862
N -1.57509 1.35304 3.42236
N -6.19827 5.93429 8.40099
N -3.82064 3.16575 5.60410
C -0.99897 0.12508 3.28372
C 1.17199 -2.29020 -2.35208
C -0.40660 -0.15448 1.91625
C -2.57432 3.41250 6.34419
C -5.01045 5.51381 8.95856
C -1.49172 2.97512 5.35814
C 1.43184 -2.15318 0.03483
C -3.61857 2.28867 4.45830
C -1.06523 -1.93988 -3.45532
C 1.97690 -2.35142 -1.22454
C 0.07314 -1.89289 0.17795
C -5.28485 4.60729 6.92646
C -0.51917 -1.63154 1.53771
C -6.35913 5.36636 7.15502
C -0.18957 -2.03025 -2.23464
C -2.18380 1.79678 4.65053
C -5.02586 3.75980 5.74937
C -0.71988 -1.83682 -0.96332
C -1.11806 4.10282 4.40259
H -1.57133 -1.92395 1.54901
H -1.05461 -0.92789 -3.86628
H -2.17440 0.93426 5.31620
H -6.82139 6.55792 8.87856
H -2.47981 4.46177 6.61442
H 3.03367 -2.56328 -1.32802
H -3.73725 2.84481 3.52225
H 1.60203 -2.45426 -3.33327
H -0.60093 2.63083 5.88545
H -0.38577 3.77299 3.66458
H -2.09966 -2.18864 -3.21942
H -0.72175 -2.61492 -4.23904
H -4.35086 1.48219 4.44880
H -2.54654 2.82131 7.26205
H -1.99544 4.48162 3.87141
H -1.61760 1.95097 2.61458
H -3.66507 5.39711 10.27347
H -7.21504 5.52978 6.52654
H -0.68135 4.93758 4.95131
H 2.06120 -2.21229 0.91569
H -0.01876 -2.22519 2.30207
H -0.88186 0.46880 1.15405
H 0.64760 0.13649 1.94938
H -1.78399 -1.64715 -0.85738
*
```

Summary:
HOMO energy: -0.306 Eh
gap between HOMO and LUMO: 8.9 eV

natural (NBO) atomic charge list, values in e, 5 entries: -0.63, -0.63, -0.46, -0.76, -0.62